A molecular structure, C57H43AsCaClF6GeN4O4. Source: OMol25; level of theory: the ωB97M-V functional and the def2-TZVPD basis.

E_HOMO (alpha / beta) ... -0.05124 / -0.10020 Eh
Orbital gap (alpha / beta) ... 5.347 / 6.555 eV
LUMO (alpha / beta) ... 0.1453 / 0.1407 hartree
<S²> ... 0.79
Energy above the lowest of the compared OMol25 structures with the same formula, charge and spin ... 0.0 kJ/mol

```
! wB97M-V def2-TZVPD RIJCOSX def2/J DEFGRID3
* xyz -2 2
Ca -0.072 -1.674 -1.402
C -2.290 -1.220 2.999
C -1.340 -1.221 1.929
N -1.610 -1.034 0.687
C -3.006 -0.929 0.287
C -3.890 -0.383 1.405
C -3.541 -0.735 2.719
C -4.952 0.468 1.133
C -5.063 1.090 -0.104
C -4.124 0.895 -1.111
C -3.054 -0.022 -0.977
N -2.029 -0.161 -1.779
C -1.826 0.599 -2.921
C -2.750 0.865 -3.908
C -2.411 1.630 -5.042
C -1.157 2.148 -5.201
C -0.162 1.871 -4.232
C 1.173 2.329 -4.342
C 2.085 1.992 -3.388
C 1.679 1.154 -2.323
N 0.456 0.708 -2.205
C -0.482 1.075 -3.117
H -1.966 -1.456 4.004
H -0.288 -1.382 2.148
H -4.249 -0.520 3.515
H -5.634 0.728 1.937
H -5.861 1.807 -0.266
H -4.174 1.511 -1.995
H -3.745 0.451 -3.823
H -3.170 1.807 -5.796
H -0.900 2.747 -6.067
H 1.449 2.943 -5.193
H 3.114 2.323 -3.440
H 2.372 0.842 -1.546
C 0.790 -4.572 1.994
C -0.389 -4.829 2.672
C -1.593 -4.480 2.085
C -1.590 -3.862 0.834
N -0.449 -3.631 0.184
C 0.705 -3.972 0.746
C -2.916 -3.575 0.186
C -3.596 -4.751 -0.152
C -4.834 -4.746 -0.759
C -5.437 -3.530 -1.037
C -4.789 -2.360 -0.694
C -3.531 -2.343 -0.085
H 1.758 -4.815 2.411
H -0.375 -5.289 3.654
H -2.536 -4.650 2.586
H 1.593 -3.731 0.171
H -3.096 -5.695 0.025
H -5.301 -5.680 -1.044
H -6.400 -3.490 -1.531
H -5.267 -1.412 -0.904
Cl 6.065 -1.535 -6.124
C 4.834 -1.784 -4.895
C 5.222 -2.173 -3.605
C 4.283 -2.376 -2.632
C 2.875 -2.195 -2.870
O 2.034 -2.380 -1.952
C 2.526 -1.788 -4.205
C 1.156 -1.547 -4.603
O 0.169 -1.556 -3.891
C 3.510 -1.601 -5.187
H 6.275 -2.307 -3.386
H 4.576 -2.667 -1.631
H 1.031 -1.324 -5.684
H 3.207 -1.301 -6.184
F -1.565 -3.206 -2.496
As -1.420 -4.723 -3.440
F -1.290 -5.603 -1.944
F 0.294 -4.469 -3.437
F -1.245 -6.195 -4.341
F -1.566 -3.808 -4.902
F -3.142 -4.907 -3.379
O 2.715 0.741 0.720
C 2.088 -0.275 1.100
O 1.336 -1.007 0.422
C 2.285 -0.638 2.583
C 1.621 0.408 3.478
Ge 1.673 2.277 2.873
C 0.758 2.800 1.232
C -0.572 2.438 1.045
C -1.276 2.852 -0.077
C -0.653 3.641 -1.032
C 0.675 4.007 -0.860
C 1.373 3.588 0.264
C 0.629 3.264 4.253
C 0.813 4.633 4.453
C 0.005 5.361 5.315
C -1.028 4.732 5.996
C -1.244 3.377 5.799
C -0.424 2.658 4.938
C 3.514 2.981 3.022
C 4.447 2.798 1.997
C 5.755 3.243 2.136
C 6.167 3.866 3.306
C 5.260 4.037 4.341
C 3.950 3.597 4.194
H 3.359 -0.661 2.782
H 1.882 -1.633 2.788
H 2.109 0.456 4.459
H 0.582 0.134 3.675
H -1.080 1.810 1.772
H -2.305 2.539 -0.209
H -1.195 3.948 -1.920
H 1.175 4.607 -1.612
H 2.414 3.872 0.374
H 1.598 5.153 3.913
H 0.176 6.423 5.446
H -1.667 5.297 6.665
H -2.060 2.875 6.306
H -0.633 1.603 4.796
H 4.143 2.270 1.102
H 6.459 3.087 1.327
H 7.190 4.208 3.414
H 5.569 4.511 5.265
H 3.260 3.735 5.019
*
```

Results of the Löwdin charge analysis, in e, for atoms 1 through 6: number 1, Ca, carries 1.4031; number 2, C, carries -0.0775; number 3, C, carries -0.1848; number 4, N, carries 0.0754; number 5, C, carries -0.2792; number 6, C, carries -0.1701

***

A single C7H9ClO2 molecule. Source: OMol25; level of theory: the ωB97M-V functional and the def2-TZVPD basis.

E_HOMO ... -0.31608 Eh
Orbital gap ... 9.082 eV
Structure (SMILES) ... O=C1CCC[C@H]1/C(O)=C/Cl
LUMO ... 0.0177 hartree
Energy above the lowest of the compared OMol25 structures with the same formula, charge and spin ... 0.0 kJ/mol

```
! wB97M-V def2-TZVPD RIJCOSX def2/J DEFGRID3
* xyz 0 1
O -0.178 1.704 1.805
C 0.204 0.897 1.028
C 1.252 -0.190 1.318
C 1.505 -0.976 0.119
C 1.072 -0.083 -1.076
C 0.006 0.917 -0.476
C -1.446 0.323 -0.535
O -2.267 0.670 -1.541
C -1.858 -0.491 0.475
Cl -3.457 -1.079 0.214
H 0.905 -0.843 2.155
H 2.070 0.327 1.632
H 0.713 -1.888 0.206
H 2.471 -1.463 0.094
H 1.803 0.476 -1.703
H 0.443 -0.685 -1.819
H -0.096 1.846 -1.027
H -1.847 1.337 -2.174
H -1.297 -0.801 1.304
*
```

Results of the Löwdin charge analysis, in e, for atoms 1 through 6: number 1, O, carries 0.1361; number 2, C, carries -0.4185; number 3, C, carries -0.1473; number 4, C, carries -0.1929; number 5, C, carries -0.1159; number 6, C, carries -0.1450

***

A molecular structure, C42H100As6F36N5O3. Source: OMol25; level of theory: the ωB97M-V functional and the def2-TZVPD basis.

E_HOMO (alpha / beta) ... 0.01667 / -0.23854 Eh
Orbital gap (alpha / beta) ... 1.985 / 8.930 eV
LUMO (alpha / beta) ... 0.0896 / 0.0896 hartree
<S²> ... 0.75

```
! wB97M-V def2-TZVPD RIJCOSX def2/J DEFGRID3
* xyz -2 2
C 5.273 -3.409 -38.088
C 5.772 -2.038 -37.456
N 7.186 -2.022 -36.811
C 8.320 -2.319 -37.817
C 7.554 -0.626 -36.253
C 7.782 0.495 -37.363
C 7.230 -3.122 -35.703
C 6.043 -3.131 -34.708
O 5.708 -1.773 -34.274
C 4.397 -1.629 -33.696
H 5.918 -3.773 -38.888
H 4.273 -3.245 -38.491
H 5.133 -4.164 -37.314
H 5.152 -1.818 -36.587
H 5.595 -1.165 -38.084
H 8.032 -3.253 -38.300
H 9.285 -2.451 -37.328
H 8.472 -1.528 -38.551
H 8.323 -0.785 -35.497
H 6.710 -0.393 -35.604
H 7.479 1.434 -36.899
H 7.154 0.475 -38.253
H 8.801 0.761 -37.642
H 8.157 -3.064 -35.133
H 7.265 -4.086 -36.212
H 6.148 -3.747 -33.815
H 5.117 -3.559 -35.092
H 4.305 -2.300 -32.842
H 3.655 -1.752 -34.484
H 4.334 -0.580 -33.405
C 2.035 5.311 -32.426
C 2.885 4.848 -33.589
N 2.701 5.357 -35.036
C 1.372 4.829 -35.529
C 2.797 6.904 -35.132
C 2.364 7.494 -36.492
C 3.873 4.805 -35.914
C 4.323 3.344 -35.774
O 3.235 2.441 -35.977
C 3.495 1.062 -35.999
H 2.422 6.316 -32.256
H 2.126 4.811 -31.462
H 0.989 5.563 -32.601
H 2.835 3.759 -33.599
H 3.905 5.021 -33.246
H 0.598 5.333 -34.950
H 1.137 3.790 -35.298
H 1.274 4.949 -36.608
H 3.763 7.206 -34.729
H 2.117 7.231 -34.346
H 1.300 7.473 -36.730
H 2.935 7.268 -37.392
H 2.446 8.574 -36.367
H 4.795 5.353 -35.720
H 3.530 4.871 -36.947
H 4.799 2.972 -34.867
H 5.099 3.218 -36.530
H 4.085 0.765 -36.866
H 2.516 0.707 -36.319
H 3.869 0.777 -35.016
C 1.308 6.774 -29.120
C -0.141 7.187 -29.020
N -0.902 6.669 -27.870
C -0.194 7.119 -26.539
C -2.262 7.404 -27.944
C -3.157 7.036 -29.291
C -1.005 5.170 -28.082
C -2.187 4.578 -27.366
O -2.089 5.039 -26.011
C -3.221 4.696 -25.245
H 1.912 7.049 -28.255
H 1.668 6.997 -30.124
H 1.418 5.693 -29.033
H -0.678 6.954 -29.939
H -0.185 8.266 -28.874
H 0.698 6.510 -26.390
H -0.951 7.047 -25.758
H -0.077 8.194 -26.679
H -2.063 8.473 -27.870
H -2.734 7.159 -26.993
H -3.211 5.987 -29.583
H -2.942 7.578 -30.211
H -4.206 7.240 -29.077
H -0.052 4.937 -27.607
H -1.044 4.830 -29.117
H -2.211 3.489 -27.333
H -3.122 4.832 -27.865
H -2.937 5.028 -24.246
H -3.565 3.679 -25.059
H -4.109 5.198 -25.631
C -4.763 3.975 -39.441
C -4.853 2.509 -38.932
C -4.347 2.426 -37.511
C -2.774 2.625 -37.366
N -1.999 1.376 -36.862
C -2.645 0.763 -35.618
C -1.368 0.419 -34.825
C -0.127 0.563 -35.785
C -0.549 1.780 -36.622
C -2.081 0.412 -38.038
H -5.239 4.637 -38.718
H -5.341 4.159 -40.347
H -3.772 4.400 -39.602
H -4.286 1.979 -39.697
H -5.877 2.137 -38.960
H -4.660 1.412 -37.264
H -4.849 3.144 -36.863
H -2.598 3.340 -36.563
H -2.275 3.146 -38.183
H -3.244 -0.104 -35.896
H -3.310 1.386 -35.020
H -1.488 -0.466 -34.200
H -1.301 1.226 -34.096
H 0.258 -0.366 -36.206
H 0.694 0.851 -35.129
H -0.018 2.182 -37.485
H -0.745 2.549 -35.875
H -3.113 0.127 -38.239
H -1.482 -0.463 -37.784
H -1.880 0.903 -38.991
C 3.543 1.195 -40.463
C 2.104 0.834 -39.980
C 1.354 -0.243 -40.668
C 2.144 -1.607 -40.748
N 1.457 -2.898 -41.272
C 2.295 -4.138 -40.833
C 3.065 -4.558 -42.175
C 2.739 -3.499 -43.258
C 1.377 -2.919 -42.845
C -0.010 -2.865 -40.841
H 4.302 0.433 -40.282
H 3.693 2.155 -39.968
H 3.456 1.375 -41.534
H 1.467 1.699 -40.167
H 2.192 0.645 -38.910
H 1.179 0.196 -41.650
H 0.490 -0.409 -40.023
H 2.605 -1.884 -39.800
H 3.047 -1.514 -41.352
H 1.516 -4.819 -40.488
H 2.839 -3.841 -39.937
H 2.743 -5.523 -42.567
H 4.148 -4.538 -42.059
H 2.640 -3.877 -44.275
H 3.456 -2.683 -43.160
H 0.519 -3.502 -43.181
H 1.103 -1.993 -43.350
H -0.068 -2.561 -39.795
H -0.288 -3.917 -40.777
H -0.552 -2.214 -41.527
As 0.701 5.703 -39.852
F -0.274 6.019 -38.378
F 0.163 4.024 -39.698
F 1.475 5.227 -41.416
F 1.171 7.404 -39.805
F 2.289 5.351 -38.986
F -0.815 6.195 -40.763
As 1.320 -3.157 -36.584
F 1.608 -4.071 -38.107
F -0.239 -2.516 -37.086
F 1.254 -2.293 -35.004
F 2.852 -3.904 -35.994
F 2.329 -1.841 -37.307
F 0.442 -4.591 -36.084
As 1.740 10.408 -32.664
F 2.313 12.084 -33.187
F 0.065 11.009 -32.306
F 1.166 8.787 -32.186
F 3.344 9.567 -32.921
F 2.178 10.758 -30.983
F 1.175 10.062 -34.364
As 1.983 0.358 -31.151
F 0.167 0.243 -31.191
F 1.862 1.992 -30.397
F 3.747 0.353 -31.130
F 2.074 -1.251 -31.909
F 2.019 1.124 -32.875
F 1.902 -0.344 -29.478
As -2.856 5.166 -32.976
F -2.873 3.359 -33.342
F -1.635 4.880 -31.667
F -2.758 6.885 -32.631
F -4.050 5.361 -34.311
F -4.201 4.921 -31.824
F -1.447 5.341 -34.051
As 8.002 6.296 -36.007
F 7.149 4.698 -36.255
F 9.495 5.519 -36.604
F 8.918 7.907 -35.911
F 6.343 6.970 -35.577
F 8.499 5.879 -34.323
F 7.609 6.648 -37.710
*
```

Results of the Löwdin charge analysis, in e, for atoms 1 through 6: number 1, C, carries -0.0839; number 2, C, carries -0.1139; number 3, N, carries -0.2210; number 4, C, carries -0.0465; number 5, C, carries -0.1137; number 6, C, carries -0.0490

***

A molecular structure, C4H8N4S. Source: OMol25; level of theory: the ωB97M-V functional and the def2-TZVPD basis.

E_HOMO ... -0.36298 Eh
Orbital gap ... 10.358 eV
LUMO ... 0.0177 hartree
Energy above the lowest of the compared OMol25 structures with the same formula, charge and spin ... 92.9 kJ/mol

```
! wB97M-V def2-TZVPD RIJCOSX def2/J DEFGRID3
* xyz 0 1
C -0.363 1.463 1.380
C -1.572 -0.854 -0.204
C 0.618 -0.682 -1.714
C -0.048 -0.729 -0.381
N 0.320 2.498 1.866
N 1.452 2.456 1.168
N 1.488 1.524 0.337
N 0.348 0.878 0.443
S 0.742 -1.798 0.946
H -1.458 1.341 1.532
H -1.754 -0.457 0.792
H -1.905 -1.905 0.038
H -2.149 -0.449 -1.064
H 1.645 -0.443 -1.715
H 0.284 0.167 -2.213
H 0.442 -1.699 -2.251
H 1.911 -1.311 1.040
*
```

Results of the Löwdin charge analysis, in e, for atoms 1 through 6: number 1, C, carries -0.2363; number 2, C, carries -0.1070; number 3, C, carries -0.1019; number 4, C, carries -0.6036; number 5, N, carries 0.0183; number 6, N, carries -0.0847